Formula: C20H12F5NO3
Source: the Open Molecules 2025 dataset
Level of theory: the ωB97M-V functional and the def2-TZVPD basis

Summary:
Strongest force on any atom (Eh/bohr): 0.01762
2S+1: 1
Lowest unoccupied orbital energy (eV): 0.379
Frontier orbital gap (eV): 9.07
DFT total energy (Eh): -1549.11711
SMILES string: COc1ccccc1C(=O)Nc1cccc(Oc2c(F)c(F)c(F)c(F)c2F)c1

Each atom is followed by the atoms it is bonded to, with distances in Å.
Positions of all 41 atoms, in Å:
1 C 0.119 1.898 1.407  C19 1.390, C25 1.386, H37 1.078
2 C -0.801 -1.083 -0.617  H17 1.077, C30 1.383, C35 1.392
3 F 4.342 0.721 1.543  C9 1.333
4 H -3.296 0.405 2.532  C33 1.089
5 H 2.280 3.031 -0.940  C38 1.079
6 C -1.380 -3.125 0.528  H13 1.077, C30 1.388, C41 1.383
7 H -1.561 0.058 2.731  C33 1.095
8 F 5.010 0.792 -1.101  C10 1.332
9 C 3.658 -0.008 0.662  F3 1.333, C10 1.391, C36 1.389
10 C 3.998 0.031 -0.686  F8 1.332, C9 1.391, C39 1.392
11 H -3.429 -3.699 0.395  C41 1.079
12 C 0.288 2.345 -1.323  C16 1.387, H29 1.079, C38 1.385
13 H -1.073 -3.967 1.126  C6 1.077
14 C 1.844 -1.557 0.184  O23 1.350, C28 1.400, C36 1.398
15 C -2.020 1.510 -1.694  C16 1.493, N24 1.371, O31 1.212
16 C -0.874 1.812 -0.786  C12 1.387, C15 1.493, C19 1.406
17 H -0.057 -0.369 -0.927  C2 1.077
18 O -2.162 1.118 1.052  C19 1.359, C33 1.408
19 C -0.976 1.606 0.602  C1 1.390, C16 1.406, O18 1.359
20 H 2.122 2.619 1.493  C25 1.080
21 F 1.531 -2.244 -2.054  C28 1.337
22 H -2.190 1.704 3.044  C33 1.094
23 O 0.842 -2.328 0.658  C14 1.350, C30 1.387
24 N -2.539 0.241 -1.667  C15 1.371, C35 1.389, H40 1.014
25 C 1.285 2.398 0.848  C1 1.386, H20 1.080, C38 1.383
26 C -3.076 -1.850 -0.608  H32 1.079, C35 1.394, C41 1.382
27 F 2.246 -0.793 2.374  C36 1.335
28 C 2.213 -1.515 -1.165  C14 1.400, F21 1.337, C39 1.390
29 H 0.332 2.521 -2.387  C12 1.079
30 C -0.441 -2.174 0.154  C2 1.383, C6 1.388, O23 1.387
31 O -2.495 2.339 -2.439  C15 1.212
32 H -4.108 -1.718 -0.895  C26 1.079
33 C -2.292 0.811 2.420  H4 1.089, H7 1.095, O18 1.408, H22 1.094
34 F 3.591 -0.696 -2.894  C39 1.332
35 C -2.134 -0.885 -0.962  C2 1.392, N24 1.389, C26 1.394
36 C 2.588 -0.788 1.084  C9 1.389, C14 1.398, F27 1.335
37 H 0.075 1.741 2.473  C1 1.078
38 C 1.375 2.627 -0.512  H5 1.079, C12 1.385, C25 1.383
39 C 3.271 -0.726 -1.601  C10 1.392, C28 1.390, F34 1.332
40 H -3.413 0.157 -2.173  N24 1.014
41 C -2.692 -2.959 0.122  C6 1.383, H11 1.079, C26 1.382

---

Formula: C5H12NO3
Source: the Open Molecules 2025 dataset
Level of theory: the ωB97M-V functional and the def2-TZVPD basis

Summary:
Strongest force on any atom (Eh/bohr): 0.02886
2S+1: 1
Lowest unoccupied orbital energy (eV): 3.779
Frontier orbital gap (eV): 7.60
DFT total energy (Eh): -478.22465
Charge: -1

Each atom is followed by the atoms it is bonded to, with distances in Å.
Positions of all 21 atoms, in Å:
1 C -0.167 0.206 1.996  N7 1.315, O15 1.255, C16 1.544
2 H 0.715 -0.509 -0.195  C3 1.083
3 C -0.062 -1.259 -0.110  H2 1.083, C16 1.535, C17 1.530, H18 1.099
4 O 0.228 0.288 -2.567  H10 0.967, C19 1.444
5 H -0.559 -1.895 -2.167  C17 1.089
6 O 2.261 1.314 -0.793  H8 0.972, H9 0.979
7 N -0.110 1.336 1.325  C1 1.315, H14 1.022
8 H 1.616 0.588 -0.833  O6 0.972
9 H 1.980 1.632 0.090  O6 0.979
10 H 0.541 1.199 -2.484  O4 0.967
11 H -1.987 -1.661 -1.159  C17 1.089
12 H -0.858 -1.809 1.868  C16 1.092
13 H -1.819 0.210 -2.675  C19 1.099
14 H 0.325 2.067 1.891  N7 1.022
15 O 0.184 -0.052 3.173  C1 1.255
16 C -0.807 -0.950 1.197  C1 1.544, C3 1.535, H12 1.092, H20 1.096
17 C -0.970 -1.318 -1.340  C3 1.530, H5 1.089, H11 1.089, C19 1.522
18 H 0.520 -2.190 -0.066  C3 1.099
19 C -1.042 0.093 -1.907  O4 1.444, H13 1.099, C17 1.522, H21 1.089
20 H -1.863 -0.748 0.984  C16 1.096
21 H -1.147 0.885 -1.167  C19 1.089

---

Formula: C30H58N4O6
Source: the Open Molecules 2025 dataset
Level of theory: the ωB97M-V functional and the def2-TZVPD basis

Summary:
Strongest force on any atom (Eh/bohr): 0.09050
2S+1: 1
Lowest unoccupied orbital energy (eV): 0.470
Frontier orbital gap (eV): 9.91
DFT total energy (Eh): -1848.28348
SMILES string: COCCCCCCCC[C@@](C#N)(CCN)[C@](C#N)(CCC(=O)O)CC(=O)N(C)C.CCOCC.CCOCC

Each atom is followed by the atoms it is bonded to, with distances in Å.
Positions of all 98 atoms, in Å:
1 C 1.960 -2.155 0.015  H26 1.083, C29 1.531, H69 1.086, C81 1.525
2 H -4.031 4.005 -0.415  C38 1.091
3 C 3.775 -0.437 0.332  C29 1.537, C58 1.525, H74 1.087, H86 1.081
4 H -5.373 3.595 0.636  C38 1.096
5 H 6.775 -4.374 2.033  C75 1.078
6 N -0.527 -5.115 -2.709  H60 1.007, C71 1.479, H78 1.007
7 H -5.087 5.839 1.804  C66 1.091
8 C -4.369 -4.162 0.244  H13 1.088, N31 1.455, H37 1.082, H72 1.082
9 H -0.608 -2.658 0.371  C40 1.079
10 H -2.491 0.477 0.304  C20 1.078
11 H 7.732 -4.457 0.531  C75 1.086
12 C -1.132 2.275 -2.287  C46 1.503, O51 1.336, O70 1.206
13 H -5.226 -4.115 0.914  C8 1.088
14 H 2.305 2.551 2.839  C39 1.091
15 H -1.211 -1.091 0.720  C40 1.081
16 H 4.329 2.494 1.394  C17 1.091
17 C 3.536 3.218 1.197  H16 1.091, C39 1.519, O67 1.413, H68 1.096
18 H 0.913 3.516 0.521  C49 1.099
19 H -1.167 2.262 -0.200  C46 1.085
20 C -2.372 0.617 -0.758  H10 1.078, H45 1.083, C46 1.530, C83 1.529
21 H 5.969 -4.795 0.527  C75 1.088
22 O -3.478 3.586 1.470  C38 1.418, C65 1.416
23 H -5.947 3.417 2.760  C54 1.091
24 H -2.084 3.096 -3.618  O51 0.964
25 H -5.046 1.913 2.935  C54 1.091
26 H 2.238 -2.139 -1.031  C1 1.083
27 H -5.377 6.019 0.076  C66 1.090
28 H -0.062 -3.329 -3.624  C71 1.078
29 C 3.216 -1.786 0.810  C1 1.531, C3 1.537, H50 1.087, H77 1.079
30 H -3.725 -3.523 2.676  C89 1.087
31 N -3.334 -3.204 0.600  C8 1.455, C48 1.426, C89 1.454
32 H 0.717 -3.571 -2.023  C71 1.085
33 H -2.277 -4.248 2.026  C89 1.086
34 N 0.709 -0.565 -3.041  C36 1.163
35 H -2.951 3.180 3.360  C65 1.090
36 C -0.065 -1.027 -2.307  N34 1.163, C53 1.455
37 H -3.971 -5.168 0.260  C8 1.082
38 C -4.433 4.155 0.589  H2 1.091, H4 1.096, O22 1.418, C66 1.518
39 C 2.762 3.474 2.479  H14 1.091, C17 1.519, H64 1.090, H85 1.091
40 C -0.565 -1.631 0.041  H9 1.079, H15 1.081, C53 1.544, C81 1.531
41 H -0.209 1.014 -0.914  C46 1.075
42 C -3.686 -1.445 -1.133  H43 1.079, C48 1.509, C83 1.555, H94 1.081
43 H -3.918 -2.256 -1.806  C42 1.079
44 H 5.532 0.714 0.183  C58 1.086
45 H -3.241 1.182 -1.075  C20 1.083
46 C -1.156 1.517 -0.989  C12 1.503, H19 1.085, C20 1.530, H41 1.075
47 H 2.722 4.686 -1.662  C57 1.091
48 C -3.749 -1.870 0.314  N31 1.426, C42 1.509, O62 1.224
49 C 1.652 3.418 -0.287  H18 1.099, C57 1.517, O67 1.419, H76 1.085
50 H 2.916 -1.665 1.847  C29 1.087
51 O -2.300 2.724 -2.756  C12 1.336, H24 0.964
52 H 5.382 -0.953 -1.688  C79 1.084
53 C -1.082 -1.557 -1.412  C36 1.455, C40 1.544, C83 1.575, C98 1.562
54 C -5.077 2.962 3.235  H23 1.091, H25 1.091, C65 1.519, H84 1.090
55 O 6.499 -2.833 0.757  C75 1.414, C82 1.403
56 C -2.588 -0.412 -2.970  C83 1.461, N91 1.184
57 C 2.019 4.785 -0.834  H47 1.091, C49 1.517, H59 1.092, H92 1.090
58 C 5.297 -0.336 0.333  C3 1.525, H44 1.086, H63 1.081, C79 1.524
59 H 2.484 5.420 -0.077  C57 1.092
60 H -0.795 -5.470 -1.805  N6 1.007
61 H -1.722 -3.629 -1.144  C98 1.078
62 O -4.144 -1.120 1.196  C48 1.224
63 H 5.698 -0.585 1.305  C58 1.081
64 H 3.429 3.858 3.251  C39 1.090
65 C -3.786 3.662 2.851  O22 1.416, H35 1.090, C54 1.519, H88 1.096
66 C -4.673 5.637 0.815  H7 1.091, H27 1.090, C38 1.518, H93 1.091
67 O 2.761 2.653 0.158  C17 1.413, C49 1.419
68 H 4.031 4.133 0.853  C17 1.096
69 H 1.617 -3.140 0.318  C1 1.086
70 O -0.093 2.455 -2.871  C12 1.206
71 C -0.189 -3.679 -2.612  N6 1.479, H28 1.078, H32 1.085, C98 1.518
72 H -4.684 -3.971 -0.773  C8 1.082
73 H 1.091 -0.205 -0.213  C81 1.082
74 H 3.440 -0.267 -0.688  C3 1.087
75 C 6.770 -4.205 0.968  H5 1.078, H11 1.086, H21 1.088, O55 1.414
76 H 1.164 2.834 -1.060  C49 1.085
77 H 3.952 -2.575 0.774  C29 1.079
78 H 0.252 -5.637 -3.074  N6 1.007
79 C 5.988 -1.088 -0.799  H52 1.084, C58 1.524, H80 1.083, C82 1.518
80 H 6.950 -0.635 -1.004  C79 1.083
81 C 0.862 -1.135 0.290  C1 1.525, C40 1.531, H73 1.082, H96 1.086
82 C 6.169 -2.579 -0.583  O55 1.403, C79 1.518, H90 1.093, H95 1.088
83 C -2.390 -0.691 -1.549  C20 1.529, C42 1.555, C53 1.575, C56 1.461
84 H -5.224 3.012 4.314  C54 1.090
85 H 1.964 4.205 2.336  C39 1.091
86 H 3.394 0.380 0.929  C3 1.081
87 H -2.299 -2.536 2.304  C89 1.076
88 H -3.794 4.706 3.185  C65 1.096
89 C -2.905 -3.363 1.980  H30 1.087, N31 1.454, H33 1.086, H87 1.076
90 H 5.228 -3.081 -0.823  C82 1.093
91 N -2.832 -0.064 -4.075  C56 1.184
92 H 1.125 5.295 -1.194  C57 1.090
93 H -3.739 6.192 0.728  C66 1.091
94 H -4.474 -0.713 -1.250  C42 1.081
95 H 6.911 -2.996 -1.261  C82 1.088
96 H 0.930 -0.920 1.353  C81 1.086
97 H -2.138 -2.972 -2.706  C98 1.082
98 C -1.370 -2.997 -1.944  C53 1.562, H61 1.078, C71 1.518, H97 1.082